ORCA calculation (ωB97M-V/def2-TZVPD) on 13 unconnected molecules or ions with the total composition C48H108N2O14 in a non-equilibrium geometry.

Last columns: bonded neighbours and bond lengths (Å).
Atoms and positions in Å:
1 C 7.6713 16.3780 11.1557  O2 1.427, H7 1.160, H8 1.107, H9 1.109
2 O 9.0872 16.4630 11.3113  C1 1.427, C3 1.438
3 C 9.3584 17.3734 12.3913  O2 1.438, C4 1.532, H10 1.071, H11 1.049
4 C 10.8040 17.2121 12.8733  C3 1.532, O5 1.420, H12 1.087, H13 1.120
5 O 11.0065 15.8649 13.2748  C4 1.420, C6 1.441
6 C 11.8678 15.0317 12.4746  O5 1.441, H14 1.117, H15 1.087, H16 1.095
7 H 7.4666 15.6131 10.3078  C1 1.160
8 H 7.2750 17.3252 10.7407  C1 1.107
9 H 7.2395 16.0472 12.1221  C1 1.109
10 H 8.7766 17.1303 13.2566  C3 1.071
11 H 9.0633 18.3184 12.0431  C3 1.049
12 H 11.0202 17.9216 13.6678  C4 1.087
13 H 11.5070 17.4816 12.0436  C4 1.120
14 H 11.4681 15.0179 11.4320  C6 1.117
15 H 12.0172 14.0712 12.9611  C6 1.087
16 H 12.8572 15.5001 12.5125  C6 1.095
17 C 23.2194 20.1416 12.0563  O18 1.397, H23 1.088, H24 1.143, H25 1.078
18 O 22.3839 19.3971 12.8932  C17 1.397, C19 1.449
19 C 22.4777 19.9010 14.2482  O18 1.449, C20 1.464, H26 1.090, H27 1.112
20 C 21.4869 19.2105 15.0764  C19 1.464, O21 1.424, H28 1.080, H29 1.069
21 O 20.1588 19.5613 14.7029  C20 1.424, C22 1.452
22 C 19.2257 18.9030 15.5992  O21 1.452, H30 1.088, H31 1.107, H32 1.094
23 H 23.1893 19.7972 11.0251  C17 1.088
24 H 24.3153 20.0336 12.3633  C17 1.143
25 H 23.0689 21.2087 12.0752  C17 1.078
26 H 22.3215 20.9779 14.1875  C19 1.090
27 H 23.5386 19.7949 14.5639  C19 1.112
28 H 21.6098 19.4503 16.1227  C20 1.080
29 H 21.5634 18.1446 15.0876  C20 1.069
30 H 19.5228 19.2752 16.5772  C22 1.088
31 H 19.2488 17.8043 15.4702  C22 1.107
32 H 18.2148 19.2570 15.3755  C22 1.094
33 C 11.0427 8.3781 15.6529  O34 1.477, H39 1.075, H40 1.101, H41 1.095
34 O 11.9160 8.2659 14.4671  C33 1.477, C35 1.376
35 C 11.5383 9.1007 13.4410  O34 1.376, C36 1.531, H42 1.089, H43 1.120
36 C 11.5500 10.6161 13.6564  C35 1.531, O37 1.417, H44 1.107, H45 1.097
37 O 12.8380 11.1952 13.7704  C36 1.417, C38 1.407
38 C 13.5273 11.0531 14.9884  O37 1.407, H46 1.104, H47 1.085, H48 1.088
39 H 11.1400 7.4636 16.2102  C33 1.075
40 H 9.9800 8.5399 15.4162  C33 1.101
41 H 11.4225 9.1821 16.2916  C33 1.095
42 H 10.5307 8.7814 13.1796  C35 1.089
43 H 12.2835 8.9484 12.6189  C35 1.120
44 H 10.9656 10.8680 14.5617  C36 1.107
45 H 11.0301 11.1050 12.8231  C36 1.097
46 H 14.4049 11.6825 14.7600  C38 1.104
47 H 13.8117 10.0497 15.2868  C38 1.085
48 H 12.9903 11.4795 15.8329  C38 1.088
49 C 19.2670 20.1525 10.9002  C50 1.526, H53 1.159, H54 1.096, H55 1.080
50 C 18.5097 18.8953 11.3173  C49 1.526, O51 1.181, C52 1.512
51 O 17.3490 18.8035 11.1196  C50 1.181
52 C 19.3559 17.9092 12.0910  C50 1.512, H56 1.059, H57 1.101, H58 1.116
53 H 20.1032 20.3584 11.6752  C49 1.159
54 H 18.5260 20.9555 10.8141  C49 1.096
55 H 19.7015 19.9898 9.9255  C49 1.080
56 H 19.8876 18.4229 12.8486  C52 1.059
57 H 20.1136 17.5660 11.3691  C52 1.101
58 H 18.6609 17.1149 12.4534  C52 1.116
59 C 14.0930 12.6936 11.0570  C60 1.502, H63 1.067, H64 1.115, H65 1.080
60 C 15.0441 11.5690 10.7623  C59 1.502, O61 1.197, C62 1.518
61 O 15.8964 11.7551 9.9424  C60 1.197
62 C 14.8983 10.2613 11.5200  C60 1.518, H66 1.132, H67 1.072, H68 1.035
63 H 14.0034 12.7274 12.1199  C59 1.067
64 H 13.1166 12.4248 10.5903  C59 1.115
65 H 14.5142 13.6034 10.6556  C59 1.080
66 H 13.8567 9.8201 11.5497  C62 1.132
67 H 15.3601 10.3886 12.4785  C62 1.072
68 H 15.4556 9.6304 10.9177  C62 1.035
69 C 7.5407 11.4788 14.3199  C70 1.456, H73 1.097, H74 1.095, H75 1.153
70 C 8.2427 12.1226 15.4211  C69 1.456, O71 1.250, C72 1.501
71 O 8.6786 11.4025 16.3445  C70 1.250
72 C 8.5691 13.5861 15.3645  C70 1.501, H76 1.055, H77 1.090, H78 1.069
73 H 6.4680 11.6738 14.1960  C69 1.097
74 H 7.7832 10.4148 14.4092  C69 1.095
75 H 8.0797 11.8975 13.3904  C69 1.153
76 H 8.4047 14.0988 16.2719  C72 1.055
77 H 8.0976 13.9757 14.4624  C72 1.090
78 H 9.6299 13.5667 15.2362  C72 1.069
79 C 19.1040 12.0667 14.9637  C80 1.491, H83 1.135, H84 1.080, H85 1.079
80 C 17.9246 12.0928 14.0526  C79 1.491, O81 1.215, C82 1.537
81 O 16.7937 11.8390 14.4184  C80 1.215
82 C 18.3147 12.3034 12.5805  C80 1.537, H86 1.124, H87 1.125, H88 1.104
83 H 19.5529 13.1089 14.9875  C79 1.135
84 H 19.8836 11.4528 14.5371  C79 1.080
85 H 18.8837 11.7878 15.9827  C79 1.079
86 H 18.8363 13.2911 12.4502  C82 1.124
87 H 17.4133 12.1497 11.9258  C82 1.125
88 H 19.0874 11.5514 12.3417  C82 1.104
89 C 14.2934 21.2515 11.5583  C90 1.476, H93 1.097, H94 1.084, H95 1.139
90 C 13.4673 20.0744 11.2243  C89 1.476, O91 1.199, C92 1.559
91 O 12.5505 19.7811 11.9383  C90 1.199
92 C 13.9530 19.3543 9.9302  C90 1.559, H96 1.106, H97 1.094, H98 1.058
93 H 14.4358 21.7834 10.6094  C89 1.097
94 H 15.2619 21.0771 12.0130  C89 1.084
95 H 13.7684 21.8932 12.3397  C89 1.139
96 H 13.7517 18.2731 10.0506  C92 1.106
97 H 15.0087 19.6409 9.8956  C92 1.094
98 H 13.4486 19.7598 9.0932  C92 1.058
99 C 15.8477 19.6879 21.0893  C100 1.476, H103 1.113, H104 1.134, H105 1.090
100 C 15.5964 18.8288 19.9161  C99 1.476, O101 1.195, C102 1.549
101 O 16.4592 18.1052 19.5152  C100 1.195
102 C 14.1315 18.8780 19.4148  C100 1.549, H106 1.061, H107 1.061, H108 1.111
103 H 14.9022 19.6724 21.6759  C99 1.113
104 H 15.9982 20.7919 20.8771  C99 1.134
105 H 16.7875 19.3611 21.5349  C99 1.090
106 H 13.4099 18.5768 20.1319  C102 1.061
107 H 14.1499 18.4292 18.4535  C102 1.061
108 H 13.8449 19.9392 19.2506  C102 1.111
109 C 15.1223 13.5580 20.3113  C110 1.486, H113 1.144, H114 1.095, H115 1.134
110 C 15.3467 14.2822 21.5899  C109 1.486, O111 1.214, C112 1.493
111 O 16.2198 13.9747 22.3747  C110 1.214
112 C 14.3121 15.3208 21.8734  C110 1.493, H116 1.042, H117 1.120, H118 1.078
113 H 15.4500 14.2482 19.4594  C109 1.144
114 H 14.0621 13.4803 20.0507  C109 1.095
115 H 15.7020 12.5936 20.1660  C109 1.134
116 H 14.5336 16.1073 22.5202  C112 1.042
117 H 13.4339 14.7825 22.3127  C112 1.120
118 H 13.9902 15.7303 20.9296  C112 1.078
119 C 9.4446 16.7533 7.4213  C120 1.543, H123 1.121, H124 1.064, H125 1.032
120 C 10.3209 15.5465 7.8160  C119 1.543, O121 1.211, C122 1.522
121 O 10.0906 14.3784 7.5957  C120 1.211
122 C 11.6362 15.9322 8.4768  C120 1.522, H126 1.146, H127 1.051, H128 1.094
123 H 9.4172 17.4612 8.2901  C119 1.121
124 H 8.4771 16.5938 7.0078  C119 1.064
125 H 10.0309 17.3220 6.7908  C119 1.032
126 H 11.3107 16.2698 9.5224  C122 1.146
127 H 11.9861 16.7553 7.9247  C122 1.051
128 H 12.3327 15.0895 8.5175  C122 1.094
129 C 13.2353 14.9564 16.5499  C130 1.474, H136 1.124, H137 1.088, H138 1.097
130 C 14.3493 14.6253 15.6428  C129 1.474, N131 1.462, H139 1.135, H140 1.087
131 N 14.5335 15.6559 14.6229  C130 1.462, C132 1.488, C134 1.463
132 C 15.6352 15.3114 13.6842  N131 1.488, C133 1.506, H141 1.130, H142 1.102
133 C 17.0446 15.5497 14.1576  C132 1.506, H143 1.101, H144 1.127, H145 1.102
134 C 14.7495 17.0060 15.1448  N131 1.463, C135 1.494, H146 1.032, H147 1.106
135 C 14.4210 17.9954 14.0751  C134 1.494, H148 1.131, H149 1.050, H150 1.142
136 H 12.4092 15.3464 15.8959  C129 1.124
137 H 13.4827 15.6479 17.3523  C129 1.088
138 H 12.9420 14.0807 17.1424  C129 1.097
139 H 15.3494 14.4440 16.1483  C130 1.135
140 H 14.1225 13.7250 15.0775  C130 1.087
141 H 15.5554 14.1997 13.4967  C132 1.130
142 H 15.5378 15.7597 12.6822  C132 1.102
143 H 17.7555 15.1054 13.4440  C133 1.101
144 H 17.2695 16.6478 14.2738  C133 1.127
145 H 17.2089 15.0355 15.1183  C133 1.102
146 H 15.7517 17.1426 15.3496  C134 1.032
147 H 14.1597 17.2232 16.0552  C134 1.106
148 H 13.2942 18.0851 14.0339  C135 1.131
149 H 14.6987 17.6793 13.1134  C135 1.050
150 H 14.7522 19.0657 14.2979  C135 1.142
151 C 16.8877 14.6121 9.3518  C152 1.552, H158 1.143, H159 1.064, H160 1.086
152 C 17.9133 15.7754 9.4052  C151 1.552, N153 1.488, H161 1.098, H162 1.083
153 N 18.0874 16.7759 8.3171  C152 1.488, C154 1.467, C156 1.476
154 C 18.6241 16.1167 7.1217  N153 1.467, C155 1.518, H163 1.108, H164 1.048
155 C 20.0658 15.6470 7.1894  C154 1.518, H165 1.045, H166 1.064, H167 1.097
156 C 16.7877 17.4410 8.0973  N153 1.476, C157 1.532, H168 1.053, H169 1.088
157 C 16.9854 18.6776 7.2152  C156 1.532, H170 1.097, H171 1.097, H172 1.140
158 H 17.2966 13.6347 9.7804  C151 1.143
159 H 16.5228 14.3909 8.3769  C151 1.064
160 H 15.9449 14.7770 9.8644  C151 1.086
161 H 17.5731 16.4096 10.2339  C152 1.098
162 H 18.9222 15.4032 9.5307  C152 1.083
163 H 17.9147 15.2935 6.9031  C154 1.108
164 H 18.5330 16.7765 6.3121  C154 1.048
165 H 20.6161 16.4524 7.5657  C155 1.045
166 H 20.2271 14.6748 7.5915  C155 1.064
167 H 20.3820 15.6389 6.1394  C155 1.097
168 H 16.4645 17.7453 9.0518  C156 1.053
169 H 16.1680 16.7230 7.5638  C156 1.088
170 H 16.4240 19.5938 7.4381  C157 1.097
171 H 16.7603 18.4727 6.1616  C157 1.097
172 H 18.0791 18.9973 7.2012  C157 1.140

Properties
Energy ... -83164.231 eV
Total charge ... 0
Maximum force ... 3.884 eV Å⁻¹
LUMO level ... 0.017 hartree
M ... 937.39 g/mol
HOMO-LUMO gap ... 8.640 eV